25
Properties=species:S:1:pos:R:3:forces:R:3:mulliken_charge:R:1 method="wB97M-V/def2-TZVPD" spin_multiplicity=7 lumo_ha="0.0239 / -0.0586" homo_ha="-0.229 / -0.310" s_squared=12.012 orbital_gap_ev="6.882 / 6.834"
C -2.26558 0.24370 -1.22648 -0.851 -0.224 0.158 -0.67
O -0.93281 0.36252 -1.62441 1.222 1.193 0.585 -0.25
C -0.36461 1.65877 -1.30394 -0.111 -1.270 -1.889 0.03
C 1.13710 1.62788 -1.51696 0.579 -0.625 -0.194 -0.51
O 1.78220 1.13364 -0.32989 -1.651 3.965 1.566 -0.74
C 1.63601 -0.92299 -0.01491 0.010 -7.565 -2.957 -0.35
C 1.12432 -1.02184 1.40092 0.046 0.710 -0.794 -0.40
O -0.02011 -0.18397 1.52160 -0.278 0.518 -0.018 0.05
C -0.86100 -0.46228 2.62435 -0.329 -0.170 0.518 -0.80
Fe 0.17289 1.78790 0.80102 1.440 -0.236 -0.597 -0.21
H -2.62627 -0.74928 -1.52872 0.194 0.253 0.048 0.25
H -2.35788 0.31318 -0.12631 -0.090 0.094 -0.344 0.18
H -2.91184 0.99745 -1.71221 0.212 -0.114 0.261 0.32
H -0.83177 2.40097 -1.97893 -0.208 0.126 0.878 0.58
H 1.52134 2.62274 -1.80816 -0.202 -0.245 0.289 0.32
H 1.40459 0.96086 -2.36392 -0.252 0.032 0.142 0.32
H 2.44208 -1.67393 -0.07994 0.595 0.460 0.964 0.40
H 1.78276 -0.61554 -1.05366 -1.072 0.871 1.017 0.33
H 1.89323 -0.77000 2.14985 -0.066 0.530 -0.327 0.34
H 0.84642 -2.05200 1.67288 -0.041 0.168 -0.789 0.37
H -1.61331 0.33544 2.66543 0.163 -0.302 0.038 0.21
H -1.33749 -1.44273 2.47773 0.080 0.271 0.047 0.30
H -0.28803 -0.46418 3.56397 -0.133 0.032 -0.224 0.34
O 0.68905 -2.31746 -0.91400 0.345 1.768 1.451 -0.72
H -0.02128 -1.76884 -1.29531 0.399 -0.242 0.171 0.30

=====

23
Properties=species:S:1:pos:R:3:forces:R:3:mulliken_charge:R:1 method="wB97M-V/def2-TZVPD" e_above_lowest_kcal_mol=115.8 lumo_ha=-0.0109 smiles="Cc1cncc(C)c1[C@@H](O)[N+](=O)[O-]" homo_ha=-0.347 orbital_gap_ev=9.137
C 1.90129 1.38876 0.43000 0.984 -0.031 -0.836 -0.52
C -0.06433 2.05224 1.27534 0.086 -0.966 -2.054 -0.80
C 1.31949 0.32671 -0.21847 0.032 -1.647 -1.679 1.11
C -0.79444 1.09076 0.58345 -0.039 -1.044 -0.657 0.92
C -0.06577 0.16888 -0.24886 -0.898 1.593 1.338 0.18
C 2.24461 -0.62656 -0.96946 1.132 2.727 -0.912 -1.38
C -2.30640 1.03296 0.75589 1.541 -4.369 -0.345 -1.60
C -0.83249 -1.03356 -0.86485 -0.325 2.659 1.626 -0.31
N 1.21369 2.28050 1.06926 1.027 0.588 1.477 -0.65
N -0.77018 -2.00822 0.31348 -0.033 -1.506 -4.454 1.19
O -1.31727 -1.65538 1.29039 -0.048 -0.845 2.398 -0.57
O -0.30175 -3.09388 -0.04856 -0.112 0.335 1.916 -0.72
O -0.34070 -1.51991 -2.00468 0.169 -0.385 -1.328 -0.54
H 3.00039 1.49217 0.33248 -0.724 0.228 0.172 0.24
H -0.46055 2.74520 1.92389 -1.621 1.300 1.314 0.50
H 2.37115 -1.46164 -0.32537 0.475 -1.119 0.166 0.32
H 1.71508 -0.88477 -1.92789 1.346 0.146 0.867 0.30
H 3.31814 -0.02496 -1.09761 -2.804 -1.971 -0.005 0.34
H -2.82182 1.52026 0.00353 -1.059 0.942 -1.628 0.32
H -2.67667 -0.07929 0.88005 0.592 2.434 -0.523 0.30
H -2.51352 1.45072 1.65558 -0.870 1.554 2.711 0.49
H -1.92607 -0.81194 -0.98266 0.980 -0.071 0.276 0.43
H 0.10812 -2.34905 -1.82493 0.170 -0.552 0.160 0.43

=====

48
Properties=species:S:1:pos:R:3:forces:R:3:mulliken_charge:R:1 method="wB97M-V/def2-TZVPD" lumo_ha=0.0229 smiles="CC(=O)OCCCCCCCC[Si@@H](O)F.Fc1ccccc1" homo_ha=-0.352 orbital_gap_ev=10.204
C 3.23442 -2.90900 1.70516 0.060 -0.029 -0.122 -0.88
C 4.63550 -3.12973 1.17429 -0.292 0.421 -0.057 0.66
O 5.16579 -4.19537 1.14017 0.253 -0.348 0.124 -0.56
O 5.32328 -2.01040 0.79842 -0.037 -0.124 -0.138 -0.29
C 4.73399 -1.12118 -0.16545 0.004 0.026 0.117 -0.38
C 5.10382 0.30517 0.19085 -0.053 -0.098 0.052 -0.87
C 4.38188 0.83414 1.42610 0.031 -0.070 0.101 -0.93
C 2.84768 0.87444 1.34047 0.031 0.121 0.041 0.01
C 2.28951 1.29773 -0.01804 -0.066 0.180 0.033 -0.35
C 0.74624 1.26686 -0.16487 0.003 0.001 -0.063 -0.85
C -0.05224 0.62714 0.97177 -0.004 0.042 0.037 -0.09
C -1.52208 0.34564 0.57418 0.106 -0.039 0.013 -0.47
Si -1.95065 -1.38178 1.07028 0.115 0.017 0.066 0.58
O -3.51600 -1.82520 0.84619 0.048 0.017 -0.106 -0.55
F -1.01478 -2.35310 0.18628 -0.019 0.012 0.009 -0.30
H 2.53706 -2.68776 0.89559 -0.002 -0.005 0.024 0.27
H 3.22376 -2.07129 2.40188 -0.003 -0.022 0.000 0.26
H 2.90639 -3.82064 2.19564 0.012 0.021 0.016 0.36
H 3.65198 -1.26578 -0.20116 0.019 0.070 0.020 0.28
H 5.13912 -1.38229 -1.14596 0.002 -0.063 0.027 0.29
H 6.18059 0.31979 0.37688 -0.006 0.077 -0.102 0.46
H 4.90581 0.93713 -0.67804 0.071 0.012 0.023 0.35
H 4.66183 0.19415 2.26847 -0.002 0.082 0.048 0.38
H 4.76835 1.82692 1.66959 -0.009 0.022 -0.117 0.36
H 2.44826 -0.09180 1.65414 -0.005 0.007 -0.161 -0.24
H 2.49440 1.59758 2.08169 -0.037 -0.137 0.092 0.41
H 2.72407 0.69854 -0.82088 -0.017 -0.059 0.101 0.24
H 2.63521 2.31983 -0.20130 0.040 -0.037 -0.082 0.26
H 0.49674 0.72546 -1.08144 0.021 0.021 0.000 0.36
H 0.37353 2.28340 -0.31566 -0.043 -0.032 0.009 0.24
H 0.44707 -0.29624 1.28373 -0.046 -0.007 -0.041 -0.04
H -0.04816 1.27791 1.84920 0.101 -0.071 0.018 0.23
H -2.19944 1.05521 1.05463 -0.037 0.015 -0.103 0.45
H -1.64575 0.45782 -0.50769 -0.090 0.027 0.054 0.19
H -1.61591 -1.62600 2.48248 -0.088 -0.041 0.004 -0.17
H -3.78424 -2.01387 -0.05819 -0.059 -0.038 0.042 0.33
F -3.27454 1.82912 -2.02234 0.002 0.004 -0.003 -0.26
C -4.59086 1.53653 -2.10558 -0.017 -0.010 -0.010 0.37
C -5.13184 0.64762 -1.19882 -0.015 -0.047 -0.004 -0.28
C -6.48434 0.34979 -1.29471 -0.015 0.018 -0.010 -0.43
C -7.26586 0.93646 -2.28045 0.005 -0.001 0.002 -0.60
C -6.69220 1.82768 -3.17695 0.000 -0.013 0.011 -0.32
C -5.34169 2.13689 -3.09552 -0.004 0.019 -0.019 -0.60
H -4.50965 0.19818 -0.43735 0.023 0.063 0.048 0.57
H -6.92712 -0.34192 -0.58997 0.005 -0.003 0.000 0.39
H -8.31917 0.70074 -2.34890 0.002 0.001 -0.002 0.37
H -7.29737 2.28674 -3.94749 0.002 0.004 0.003 0.36
H -4.87241 2.82874 -3.78132 0.010 -0.005 0.003 0.42

=====

15
Properties=species:S:1:pos:R:3:forces:R:3:mulliken_charge:R:1 method="wB97M-V/def2-TZVPD" spin_multiplicity=2 total_charge=+1 e_above_lowest_kcal_mol=65.7 lumo_ha="-0.1581 / -0.2929" homo_ha="-0.422 / -0.422" s_squared=0.768 orbital_gap_ev="7.175 / 3.505"
C -0.69514 -0.76465 -1.46705 3.465 -1.571 -0.342 -0.61
C -1.79478 -1.56783 -1.54618 -3.937 -0.133 -0.891 0.37
N -2.31842 -2.03739 -2.70920 0.423 0.321 2.133 -0.25
H 0.12608 -0.87774 -2.24678 -1.298 0.868 0.789 0.32
H -0.36272 -0.55573 -0.45165 -0.086 0.761 -0.283 0.29
H -2.46412 -1.60754 -0.63612 0.711 -0.374 -1.238 0.32
H -1.77065 -2.00990 -3.56342 -0.192 0.046 -0.053 0.27
H -3.27588 -2.42882 -2.72476 0.948 0.148 -0.070 0.29
C 1.67346 0.23708 2.13008 -1.998 2.575 2.747 -0.75
C 1.66515 1.62453 2.41156 -1.967 -3.070 -1.765 0.13
O 1.59068 2.49109 1.28207 1.626 0.590 3.010 -0.46
H 1.08384 -0.43126 2.81113 1.392 0.843 0.376 0.20
H 1.78413 -0.34842 1.24647 0.611 0.782 -1.200 0.29
H 1.35906 2.06492 3.45351 0.838 -0.900 -2.192 0.26
H 1.93161 3.35265 1.64893 -0.537 -0.885 -1.021 0.34

=====

33
Properties=species:S:1:pos:R:3:forces:R:3:mulliken_charge:R:1 method="wB97M-V/def2-TZVPD" e_above_lowest_kcal_mol=13.1 lumo_ha=0.0062 smiles="N[C@H](C=O)CC(=O)O.O.O.O.O.O.O" homo_ha=-0.351 orbital_gap_ev=9.723
O 1.30876 -0.34647 -3.09495 0.122 0.218 -0.051 -0.50
C 1.39004 -0.24025 -1.89637 -0.114 -0.759 -1.044 -0.51
C 0.35425 -0.89568 -1.01822 -0.295 0.557 1.540 0.21
C 0.10804 -0.01826 0.24195 -0.592 -0.343 -1.606 0.43
C -1.27919 -0.23244 0.77560 -0.068 0.726 1.506 0.25
O -2.29547 -0.17313 -0.12322 0.308 -0.340 -0.431 -0.50
O -1.53682 -0.28548 1.95593 -0.027 -0.506 -0.166 -0.65
N 0.66356 -2.23676 -0.54232 -0.381 -0.216 0.299 -0.47
H 2.24869 0.30177 -1.47689 0.049 0.098 0.468 0.49
H -0.59300 -0.94631 -1.54329 0.115 0.005 -0.589 0.44
H 0.13189 1.04292 -0.02562 0.187 0.073 0.061 -0.12
H 0.87695 -0.24454 0.96240 -0.207 0.193 0.453 0.23
H -3.08678 -0.56569 0.28599 0.245 0.183 0.006 0.33
H 0.81649 -2.90287 -1.28649 0.108 0.043 -0.030 0.26
H 1.41498 -2.25479 0.14446 0.045 0.120 -0.633 0.12
H 1.02373 2.60628 -1.93985 0.094 -0.028 -0.235 0.28
H 1.06006 3.90199 -1.19471 0.097 0.026 -0.168 0.42
O 1.25371 3.53139 -2.07216 -0.125 -0.004 0.301 -0.67
H 3.61050 -0.68896 0.77925 0.075 -0.088 -0.110 0.30
H 2.72434 -1.34499 1.83028 -0.094 -0.057 -0.106 0.30
O 3.00209 -1.42526 0.90266 0.271 0.251 0.510 -0.65
H 0.50453 -2.25082 2.59479 -0.183 0.025 0.060 0.32
H 0.18372 -0.94924 3.34954 -0.147 -0.003 -0.229 0.30
O 0.89726 -1.43858 2.92673 0.550 -0.202 0.250 -0.65
H -0.80769 3.22423 -0.08481 0.028 0.101 0.688 0.42
H -0.28402 3.60878 1.33716 -0.174 0.017 -0.016 0.28
O -0.01277 3.49239 0.42463 0.283 -0.052 -0.337 -0.73
H -2.71026 -3.42482 0.40479 0.100 -0.092 0.036 0.32
H -1.32223 -2.86074 -0.00144 0.219 -0.167 -0.147 0.35
O -2.19295 -3.11582 -0.34433 -0.247 0.079 0.082 -0.65
H -2.55327 2.92357 -1.33510 -0.125 -0.084 -0.002 0.34
H -2.50683 1.62327 -0.48902 -0.009 0.064 -0.101 0.41
O -2.39233 2.58531 -0.44739 -0.111 0.162 -0.258 -0.71

=====

106
Properties=species:S:1:pos:R:3:forces:R:3:mulliken_charge:R:1 method="wB97M-V/def2-TZVPD" e_above_lowest_kcal_mol=0.0 lumo_ha=-0.0402 smiles="O=C1OC(=O)C(CCC(F)(F)C(F)(F)C(F)(F)C(F)(F)F)=C1CCC(F)(F)F.c1cc[nH]c1.c1cc[nH]c1.c1cc[nH]c1.c1cc[nH]c1.c1cc[nH]c1.c1cc[nH]c1.c1cc[nH]c1" homo_ha=-0.299 orbital_gap_ev=7.054
O 0.34620 -7.88432 3.28154 1.071 0.136 0.688 -0.49
C -0.48066 -8.29448 2.55471 -0.643 -0.264 -0.980 -0.04
O -1.29491 -9.37419 2.85545 -0.058 0.441 0.744 -0.31
C -2.48330 -9.12098 2.18889 1.872 0.724 -1.082 0.19
O -3.51760 -9.44251 2.60888 -2.286 -1.140 0.710 -0.47
C -2.15180 -8.27370 1.00379 0.317 0.439 -0.002 0.35
C -3.02701 -8.05503 -0.18967 -0.330 -0.126 0.124 -0.71
C -4.54332 -7.87018 0.08116 0.017 -0.001 -0.101 -1.24
C -5.05782 -6.43707 0.00523 -0.315 -0.071 -0.154 0.81
F -4.73102 -5.88534 -1.20677 -0.057 -0.138 0.627 -0.29
F -6.42974 -6.46468 0.08379 0.628 -0.024 -0.155 -0.32
C -4.60908 -5.48956 1.15986 0.168 -0.117 0.153 0.60
F -3.24296 -5.45132 1.24611 -0.419 -0.183 -0.175 -0.25
F -5.07590 -6.03091 2.31058 0.125 0.240 -0.392 -0.32
C -5.06525 -4.00675 1.04157 0.112 0.142 -0.124 0.49
F -4.49759 -3.48118 -0.07866 -0.305 -0.161 0.252 -0.18
F -6.40112 -3.91737 0.94437 0.306 -0.135 0.015 -0.29
C -4.60836 -3.08561 2.21870 -0.095 -0.038 -0.279 0.61
F -3.30640 -2.83222 2.13208 0.272 -0.082 -0.004 -0.21
F -5.25746 -1.93550 2.11593 -0.180 0.300 -0.081 -0.24
F -4.87152 -3.61723 3.39726 -0.056 -0.210 0.297 -0.24
C -0.94351 -7.74816 1.24233 -0.235 -0.305 -0.623 0.53
C -0.20585 -6.79664 0.34651 0.066 0.533 0.537 -0.25
C 1.15224 -6.31520 0.89571 -0.443 0.105 -0.377 -1.01
C 1.84672 -5.48113 -0.15286 0.001 0.100 0.037 0.84
F 1.12295 -4.35890 -0.43846 0.184 -0.322 -0.011 -0.26
F 2.02362 -6.13564 -1.31815 -0.054 0.115 0.203 -0.28
F 3.05863 -5.05770 0.24884 -0.156 -0.034 -0.028 -0.28
H -2.65562 -7.21287 -0.77726 0.044 -0.079 0.042 0.27
H -2.91140 -8.94519 -0.82259 -0.051 0.149 0.061 0.61
H -4.86812 -8.31625 1.02422 0.158 0.127 -0.069 0.58
H -5.09254 -8.39368 -0.70851 -0.020 0.190 0.098 0.37
H -0.09966 -7.21140 -0.65945 0.011 -0.145 0.165 0.56
H -0.83306 -5.90163 0.25162 -0.006 -0.114 -0.185 0.13
H 0.95899 -5.65417 1.74487 0.323 -0.243 0.053 0.34
H 1.80514 -7.13752 1.18736 0.001 0.131 0.024 0.45
N 2.24494 -1.64597 -0.93222 0.024 0.103 -0.039 0.25
C 1.59096 -1.10568 0.14006 0.013 -0.063 0.020 -0.66
C 1.43521 0.23557 -0.08990 -0.032 0.033 -0.002 -0.18
C 2.02054 0.51232 -1.35805 -0.043 0.034 -0.037 -0.80
C 2.51171 -0.67144 -1.85028 0.011 -0.029 0.031 -0.71
H 2.49197 -2.61428 -1.02354 -0.012 -0.002 -0.005 0.07
H 1.29380 -1.71857 0.97396 0.001 0.015 0.002 0.56
H 0.95806 0.93830 0.57356 -0.010 -0.002 -0.002 0.47
H 2.07697 1.46874 -1.85277 -0.010 -0.006 -0.023 0.51
H 3.02288 -0.89785 -2.77036 -0.004 0.016 0.001 0.44
N -0.77059 3.32745 -0.35443 0.017 0.005 0.040 0.13
C -1.21396 4.37907 0.40071 0.017 0.029 -0.029 -0.64
C -2.39439 4.00354 0.98377 -0.017 -0.001 -0.010 0.27
C -2.67225 2.67300 0.56405 -0.001 0.011 0.029 -0.84
C -1.65085 2.28463 -0.26029 0.037 -0.065 -0.006 -0.57
H 0.07231 3.32174 -0.89872 -0.017 0.003 0.000 0.19
H -0.65512 5.29742 0.45924 -0.009 0.006 0.008 0.40
H -2.98990 4.61073 1.64455 0.026 -0.019 0.042 0.05
H -3.52317 2.07104 0.83674 0.000 -0.001 -0.015 0.47
H -1.47648 1.36068 -0.78650 -0.058 0.073 0.001 0.59
N 4.66468 1.12526 0.56544 0.030 -0.035 -0.025 0.09
C 5.64594 2.00544 0.21080 0.012 -0.016 -0.039 -0.86
C 6.44084 2.21904 1.30807 0.004 0.011 -0.015 -0.41
C 5.91625 1.42902 2.36597 -0.016 0.007 0.016 -0.80
C 4.82096 0.76735 1.87356 -0.006 0.006 -0.007 -0.19
H 3.93374 0.79537 -0.04627 -0.020 -0.006 0.058 0.44
H 5.69612 2.40470 -0.78864 0.034 -0.019 -0.006 0.59
H 7.30054 2.86767 1.34899 0.012 -0.018 0.000 0.41
H 6.29688 1.35729 3.37106 0.001 0.001 -0.001 0.40
H 4.14088 0.07675 2.34211 -0.003 0.010 0.008 0.39
N 5.83974 6.32052 -0.42661 -0.016 0.060 0.042 0.08
C 4.75145 5.52263 -0.20965 -0.010 -0.044 -0.021 -0.75
C 3.63208 6.25421 -0.51131 0.011 -0.002 -0.063 -0.19
C 4.06497 7.54356 -0.92792 -0.018 -0.023 -0.034 -0.50
C 5.43242 7.55133 -0.86746 0.075 0.023 0.109 -0.66
H 6.79394 6.04252 -0.28641 -0.007 -0.003 -0.005 0.19
H 4.86749 4.51077 0.14057 -0.022 0.030 0.060 0.29
H 2.61521 5.90542 -0.43870 -0.002 0.008 0.021 0.62
H 3.44452 8.36750 -1.23816 0.002 -0.001 -0.003 0.41
H 6.14777 8.32108 -1.10138 -0.018 0.016 0.005 0.39
N -3.25234 -1.02074 -1.45414 0.042 0.005 0.037 0.33
C -4.44456 -0.50269 -1.88025 0.031 -0.014 0.028 -0.42
C -4.19285 0.28017 -2.97537 0.021 0.018 0.006 -0.71
C -2.79277 0.23233 -3.21720 -0.002 -0.035 -0.023 -0.26
C -2.24057 -0.57985 -2.26196 -0.027 -0.055 -0.061 -1.03
H -3.13543 -1.63271 -0.66771 -0.016 0.010 -0.006 0.12
H -5.36466 -0.73487 -1.37150 -0.002 0.005 -0.006 0.43
H -4.92893 0.82834 -3.53896 0.003 0.004 0.002 0.42
H -2.25415 0.73633 -4.00229 -0.001 0.003 0.000 0.42
H -1.22047 -0.87829 -2.08785 0.045 0.004 0.000 0.64
N 5.66865 4.91586 -4.66103 0.030 -0.026 -0.014 0.03
C 6.42532 4.77742 -5.79343 -0.031 -0.008 0.012 -0.47
C 7.48687 5.63582 -5.69353 0.011 0.006 -0.001 -0.55
C 7.36368 6.31804 -4.45137 0.012 -0.019 0.005 -0.32
C 6.23239 5.85014 -3.83694 -0.024 -0.043 -0.020 -0.06
H 4.82430 4.41186 -4.46352 0.001 0.021 0.005 0.19
H 6.14550 4.08487 -6.56859 0.008 0.008 -0.009 0.38
H 8.26426 5.76281 -6.42826 -0.001 0.000 0.000 0.40
H 8.03017 7.06674 -4.05614 -0.002 0.004 -0.005 0.40
H 5.78366 6.09974 -2.89136 -0.049 0.019 -0.045 0.10
N -5.13382 6.20142 2.90768 0.001 -0.008 0.012 0.01
C -4.01776 6.65380 3.55684 0.008 0.001 -0.047 -0.29
C -4.41193 7.16484 4.76406 -0.012 -0.008 0.005 -0.56
C -5.82298 7.01214 4.84704 -0.007 0.003 0.005 -0.35
C -6.23780 6.41461 3.68697 0.008 -0.005 -0.023 -0.54
H -5.14171 5.77977 1.99688 0.001 0.007 0.002 0.21
H -3.04312 6.57470 3.10642 0.008 0.013 0.017 0.36
H -3.76254 7.59877 5.50564 0.001 -0.002 0.000 0.39
H -6.45904 7.30741 5.66459 0.000 -0.001 0.000 0.39
H -7.21858 6.12431 3.35169 -0.004 0.007 0.009 0.37